This record from the Open Molecules 2025 dataset describes a cluster of 17 separate species, C102H116N2O32 in total. The level of theory is ωB97M-V/def2-TZVPD.

Geometry as XYZ:
```
252
Properties=species:S:1:pos:R:3:forces:R:3:lowdin_charge:R:1
C 3.21287 4.53631 -4.08557 -1.4544 -0.0041 0.9955 0.00
C -1.42967 2.53761 3.13981 -0.6373 -0.4713 -0.1471 -0.28
H 0.56685 -1.27136 1.20820 0.2067 0.2597 -0.3857 0.08
C -6.79631 -2.95340 1.01313 1.1116 -1.3453 1.1836 -0.04
O 3.47599 0.81753 2.02849 0.9436 -1.5372 -1.3644 -0.06
H 0.50829 -0.24826 5.44669 -0.0488 0.8924 0.4053 0.11
C 0.85406 -3.58911 5.41875 1.3890 1.8508 2.7088 -0.32
C 6.00953 -0.53084 -4.22678 1.8295 0.7748 1.4278 -0.03
H 5.83028 -2.64285 0.13837 0.0479 0.0200 1.1932 0.12
C 5.46303 0.30696 -0.03876 -2.0107 1.1528 -1.5133 -0.05
O -4.38155 -0.79017 3.56589 -2.0123 -0.2461 0.9829 0.03
C 3.79251 -1.11686 -4.83384 -0.0506 1.1229 -1.1877 0.01
H 3.22574 0.70439 1.08086 -0.3292 0.5946 0.7731 0.08
C -3.84228 -1.33695 -7.44630 -1.5710 1.1799 0.4174 0.02
H 0.65698 -5.71286 -5.93137 0.3238 -0.1954 -0.0306 0.12
O 5.22915 1.08381 -7.32940 -0.1602 0.9977 -0.6624 0.06
C 2.15022 -4.20957 -2.02236 0.3991 0.1088 0.7432 0.01
H 5.24585 -0.62046 -0.58824 0.0658 0.5716 0.1605 0.06
H 2.72307 -0.82742 0.05875 0.1859 -0.6179 0.5132 0.07
H 2.59644 -2.62716 0.40009 0.1344 0.9736 0.3548 0.07
H -4.81879 -7.37313 -2.17698 -1.6850 -0.4787 -0.6214 0.09
C 4.38843 6.84348 2.76643 -0.1969 -0.7388 0.4117 0.00
C 1.22852 5.96233 0.43911 1.2525 -0.8409 -0.3394 -0.02
H 2.91757 7.42864 6.33850 0.0644 -0.1389 0.0733 0.12
H 3.83521 -6.30089 0.68503 0.1718 -0.1427 -0.0341 0.12
H -4.79216 0.53966 0.72340 0.9267 -1.2748 0.8909 0.10
H -5.30354 3.12609 -2.81857 1.7568 -0.6832 -0.3231 0.04
H 4.97585 0.39951 9.06807 1.4495 -1.4857 0.1548 0.06
C 0.75013 4.57981 -1.45623 -0.9382 1.2020 -0.9612 -0.01
O -4.99753 0.45069 -8.56844 3.5934 -2.4899 -0.0684 0.06
H -0.49148 -0.75975 -4.53531 -0.6652 0.5901 0.4416 0.04
H 1.85778 1.96915 -2.70266 -0.3927 -1.4885 0.2607 0.09
C 4.39594 0.63796 6.72103 -0.1106 0.8366 0.0863 -0.01
H -1.91781 0.68679 -2.43884 0.0504 -0.2479 0.4596 0.12
C -6.35383 2.77539 -1.16537 1.5985 0.7158 -2.7797 -0.29
C 2.18842 2.36380 6.44500 0.3013 -0.4577 0.6306 -0.03
C 0.65636 7.01582 -0.20233 -1.2127 1.2291 0.2393 -0.01
H -6.78036 0.14355 -6.55667 -0.5473 0.7072 -0.1152 0.10
H -3.61270 -3.33389 7.30993 0.4751 -0.4207 0.9036 0.10
H 3.27026 -1.42033 3.94620 -1.0097 -0.2607 -0.6940 0.10
H -4.75659 2.97299 2.48438 0.0789 -0.1086 0.2787 0.11
C 6.10444 -2.48985 1.22492 -2.0730 -0.1506 -0.5532 -0.15
H 2.23856 2.38476 8.59225 -0.4852 0.6502 0.7608 0.11
H -2.94291 4.93866 -4.54767 -0.0532 0.5887 -0.0431 0.11
O 4.36207 1.09234 9.13561 -2.2111 1.1393 -1.4702 0.04
H 3.65026 -4.91244 -3.28748 1.1430 0.1913 -1.9419 0.10
H -4.82841 4.66578 0.82112 1.0899 -0.1605 -0.1210 0.14
H 0.00268 0.42540 1.38632 0.7913 1.2944 0.5473 0.06
H -2.55587 2.56036 -0.95959 -0.2194 0.4103 -0.1070 0.12
O -2.38317 -4.35973 0.10934 -1.0322 -1.8080 -0.5404 0.01
C -5.96886 -2.09014 4.64786 -1.6480 -0.1925 -0.3150 -0.02
C 3.85695 -1.58126 1.94882 -1.8009 0.8407 -1.4778 -0.48
O 1.49109 -4.52074 6.21574 -0.0272 0.7589 -0.1797 0.05
H 3.25933 6.36943 -2.91319 -0.0547 0.2688 -0.1931 0.12
C 6.64112 -1.10598 1.43503 1.5270 -0.0411 1.7749 -0.16
O 5.23627 -6.21382 -1.55688 -1.3061 1.5658 -1.3018 0.05
C 4.54752 2.73821 -3.20501 -0.8739 1.7014 0.8631 -0.02
O -4.30439 -2.28228 -1.56300 1.8294 0.2737 1.9532 0.04
H 3.13820 3.94241 3.32462 -0.4033 -0.4925 0.9360 0.06
C 2.21114 -5.06561 0.25564 -0.6419 1.6715 -2.4914 -0.03
C -3.10859 4.01120 1.56856 0.3116 -1.0004 0.0596 -0.27
O -0.72583 7.98119 -1.89834 1.6874 -1.1329 1.2153 0.03
C 3.66774 5.37955 -3.03624 -1.0309 -0.3286 -1.7888 -0.02
H -1.32818 4.83466 0.63838 -0.2234 -0.2908 0.6014 0.12
H -3.07382 1.71390 4.12419 -0.5961 -0.0774 -0.3534 0.13
C 4.03586 -5.54077 -1.30517 0.2728 -1.1607 0.1698 -0.29
H 7.33142 -0.88956 0.65644 0.8749 0.1479 -0.7277 0.11
C -1.74860 1.82672 -4.13943 -0.7374 0.7507 -1.1717 -0.31
H 5.26519 -2.64891 3.26299 -0.5948 0.0041 -1.0116 0.14
C -5.86911 -0.38961 -6.45406 1.4124 -1.2650 -0.2853 -0.02
C 1.57140 -4.24554 -0.73208 0.4540 -0.7889 0.0839 -0.32
H 3.12356 -0.24452 -6.78317 -0.3547 -0.1068 0.2968 0.13
C -2.02146 3.03271 -4.80575 -0.7254 -0.1747 0.5432 0.01
H -1.10547 0.92574 -5.72071 -0.1574 -0.1300 0.2082 0.13
C -5.42569 -2.23635 -0.81808 -1.7928 -0.0265 -0.2282 -0.34
H 3.81181 -2.16605 -2.55766 1.5471 0.2240 -0.3498 0.09
H 5.81780 3.18120 -1.53408 -0.9983 0.9187 -0.5772 0.13
C 4.99068 0.43939 -6.16569 2.3618 0.4693 -0.0932 -0.38
H 0.79798 3.66036 -1.98793 0.1339 -0.6444 -0.2593 0.09
C -5.77775 -1.32223 -5.42573 -0.2245 0.4048 -0.7228 0.00
C 0.06783 -0.41484 0.74976 -1.4986 -0.4897 -0.3099 0.03
C 2.71436 2.09109 7.69798 1.0367 -1.5759 -0.2394 0.00
H -6.71420 -1.63968 3.93207 1.0354 -0.5806 0.6494 0.13
C 4.59946 4.93606 -2.15133 1.1174 -0.8543 0.5079 -0.35
H -3.48629 -0.74223 3.32727 2.3608 -0.0471 -0.1277 0.04
H 6.95251 0.91940 -5.61169 0.1098 -0.1308 0.7122 0.13
C -1.49884 -4.40509 -3.65082 0.0191 0.6399 0.2729 -0.02
H 0.96559 1.72991 -0.63181 -0.1848 -0.0657 0.4767 0.11
H -1.03778 0.22868 3.94329 -0.1954 0.9901 0.0386 0.04
H -4.43143 -2.46263 -2.47334 -0.9062 -0.0180 -1.5656 0.03
C -1.17009 -3.05768 -3.77225 0.6229 0.2498 -0.9027 -0.02
H 4.59203 1.03142 -0.15013 0.9843 -0.7019 -0.3876 0.10
H 2.43681 1.43218 3.43170 0.4708 0.4912 0.2713 0.08
C -5.61671 -3.48205 6.55865 0.7912 0.5628 0.0891 -0.34
H 0.34694 -2.74393 -0.87608 -0.2242 0.5849 -0.2695 0.03
H -1.46306 -4.15965 0.06721 1.4714 0.6621 0.1236 0.03
H 0.91789 0.47960 -3.18031 -0.1281 -0.4498 -1.1558 0.06
H 1.87296 -0.95677 2.80852 1.4461 -0.9148 0.2753 0.08
H 6.88756 -3.19278 1.41493 0.4154 -0.5627 0.2690 0.10
H -5.69797 1.02065 -8.57085 -2.9543 2.1088 0.5008 0.05
C -0.67046 -2.81185 3.73539 -1.1352 0.0892 -0.0555 -0.01
C 3.86036 -0.24478 -5.99103 -0.8579 -2.6391 1.9778 -0.03
H 1.72203 6.08862 1.38961 -0.0464 0.0344 0.2504 0.11
H 4.87303 6.59711 1.83903 0.0294 0.2309 -0.3868 0.11
H 1.33417 -3.33872 -6.07123 0.1771 0.5377 -0.4772 0.11
N 0.79356 0.92777 -1.21822 -0.4941 0.3677 1.3499 0.04
O -9.12974 -2.39084 1.05666 0.2970 0.1720 0.2389 0.05
H 1.70063 -3.66932 -2.85587 -0.3102 -0.0990 0.3169 0.10
H 1.75704 -1.93153 6.62619 -0.7735 -0.6673 -0.8872 0.14
H 4.52575 0.63553 4.70527 0.9127 -0.7582 -2.6458 0.06
C -0.57144 -1.54455 4.22009 -1.0033 -0.7530 -1.5112 -0.41
H -3.76767 -3.41147 -4.11633 -0.6984 0.3989 -0.5649 0.10
C -4.66518 -2.18155 -5.32611 -2.1927 1.7185 -0.2161 -0.35
C 3.97135 1.03372 5.46127 -2.5344 1.3030 2.1794 0.01
C -2.58255 4.05898 -4.06268 0.8590 -0.8221 0.7213 -0.01
C 3.36341 -5.71579 -0.09700 1.0619 -0.0442 0.9210 -0.03
H -1.95562 -6.68498 -3.81269 -0.1558 -0.2307 0.2401 0.06
H -6.74072 -4.90577 7.17851 0.3140 0.4326 0.2016 0.12
H 0.18665 3.48996 2.19712 -0.0531 -0.0472 -0.5666 0.11
H -9.04742 -2.77839 1.92668 -0.2076 -0.1860 0.3620 0.09
O -3.13834 4.99980 -1.98186 0.0958 0.6902 -0.1709 0.04
H -1.53280 -2.30999 -3.10427 -0.6480 0.4148 0.3316 0.11
C -2.81307 2.33418 3.27199 1.1155 0.6384 0.4133 0.00
C 0.21387 -4.94974 -5.32166 -0.8749 0.2471 1.1932 0.00
C -0.25349 -2.65278 -4.75362 0.7283 -0.8301 0.3275 -0.32
C -1.49288 -7.54684 -1.51662 -1.7419 1.3298 0.6496 0.00
H 1.87903 -4.99829 1.25608 -0.5371 -0.3831 0.9088 0.11
H 4.72293 1.70252 -3.16223 0.7025 -1.1729 0.0515 0.08
C 0.04023 5.65275 -2.06775 0.7825 -1.3873 -0.8978 -0.02
H 2.89165 -1.65591 -4.68278 -0.7943 -0.4640 0.2679 0.09
C -3.67690 3.07426 2.47959 0.6815 1.0609 -1.0712 0.02
C 1.03962 -2.24317 5.82011 0.7011 -0.2592 0.2985 0.01
C -7.75081 -1.59899 -0.63954 0.1660 1.0384 -0.4247 -0.01
H -7.47861 -3.28858 5.47208 -0.9872 -0.5713 0.2732 0.10
H -0.97539 -0.68238 0.74686 -0.7256 -0.6052 0.0780 0.10
H 6.38307 1.26974 3.14492 0.1040 -0.5918 1.1404 0.05
H 0.56554 7.98799 0.30909 0.1090 -0.5225 -0.3882 0.13
C 1.34280 4.73584 -0.23934 -0.0475 -0.3021 0.8183 -0.33
C 3.71311 5.82734 3.41222 -0.5796 -0.6212 1.2649 -0.32
H -6.68861 -1.43835 -4.84189 0.5608 -0.0738 0.5252 0.12
C 3.33106 7.22539 5.36103 0.3107 -0.5366 -1.4190 -0.01
C -7.85835 -2.29602 0.53841 -2.1163 0.5805 -1.0773 -0.35
H 5.60475 2.20792 1.94255 0.5673 -0.2637 -0.3288 0.08
H 5.27204 -0.00906 6.76501 -0.2134 0.1123 0.2898 0.12
C 1.53696 0.91264 -2.44104 2.1371 0.3922 0.8611 -0.04
C 0.51410 -3.60904 -5.44260 -0.7319 -0.3015 0.2707 -0.02
H 7.36081 1.52046 1.66232 -2.1449 0.0071 0.6781 0.13
H 2.59139 3.85395 1.01559 -0.4793 0.1569 -0.4943 0.09
O -1.40711 -0.63029 3.71641 -0.7166 0.3929 -0.7854 0.03
C 5.04111 3.61787 -2.22542 0.9741 -1.5562 -0.0133 0.01
H 3.39571 1.49153 -4.85909 -0.4504 -0.0275 -0.4915 0.04
H -0.32882 5.54773 -3.10970 -0.0045 -0.0825 0.9731 0.13
H -3.28854 4.81566 -1.03897 -0.0860 -0.0757 0.0064 0.06
C 6.08297 0.37723 -5.24658 -0.9616 -0.4208 -1.9203 0.00
H 2.27225 -2.67052 3.10372 0.3331 0.0154 -0.2850 0.08
H 2.32158 4.77323 -4.71687 1.1005 0.2568 0.4567 0.13
H -0.20470 -4.78828 4.05263 0.0581 -0.9626 -0.0329 0.12
H -3.66318 -9.35814 -2.83210 -1.0523 -0.3892 -0.2141 0.09
O 2.26122 2.16985 4.06555 -0.0067 -0.4268 0.3072 -0.04
O 3.53688 4.62026 2.79158 0.6254 0.3872 -1.5308 0.02
C -2.03339 1.68686 -2.81694 0.4135 -0.8645 0.2588 -0.02
C -2.79637 -7.86863 -2.02416 2.0623 -0.1908 1.2972 -0.35
C 6.27994 1.34546 2.09460 1.4863 0.1442 -2.2545 0.00
C -0.78691 -5.30812 -4.40356 -0.7101 -1.3898 -1.0222 -0.30
C -3.79088 -5.91917 -0.96731 0.1898 -0.0831 -0.2442 0.00
H 1.24435 2.85612 6.43678 -0.4730 0.5691 -0.5135 0.12
C -0.00320 6.84413 -1.42865 -0.8770 2.4287 0.3115 -0.29
O -1.19510 -6.62372 -4.39307 0.6617 0.1827 -0.4184 0.04
C 0.00195 -3.80646 4.40724 -0.8967 -1.5686 -1.8634 -0.04
C 3.23557 5.98725 4.72392 -0.7129 -0.1876 0.4657 0.00
C -1.71473 4.16098 1.42297 -1.3793 0.1349 -1.1667 0.00
C -4.65039 -1.67398 4.60756 -0.9245 -0.1690 -0.7777 -0.28
H -3.19329 -1.37524 -8.32517 -0.0169 -0.1785 0.5473 0.12
H 2.75617 5.12678 5.25503 0.4095 0.7880 -0.6271 0.12
C -2.67399 3.92402 -2.65386 -1.2403 1.4340 -0.6072 -0.36
H -4.75625 -3.68595 0.57116 -0.9688 0.8589 0.2784 0.11
C -7.58698 2.52671 0.79202 -0.9357 0.0885 0.2713 -0.03
O -3.85680 4.70954 0.64537 -1.1876 0.1415 0.5084 0.01
O 4.33606 9.37871 5.37317 0.4994 -0.3377 1.1540 0.01
H 0.30021 2.02591 3.99342 0.0374 0.3208 -0.1536 0.08
C -4.30399 -2.97771 6.59783 -0.5564 -0.5589 -1.2511 0.01
O 0.29459 -1.22996 -1.44098 -0.1567 0.2281 -0.3309 0.01
C -5.52433 1.22208 0.44481 -2.4438 2.0038 -0.4926 0.01
H 4.09067 -1.95797 -0.24207 -1.3246 0.3212 0.8338 0.06
H 5.14449 8.74617 2.97723 1.4646 2.1301 -0.8814 0.09
H 2.45457 0.25013 -2.17623 -1.0955 1.0237 -1.2590 0.12
C 0.31857 -1.25642 5.17461 1.9340 0.1074 2.0340 -0.04
C 4.87543 -2.67692 2.20157 1.6377 0.7148 -0.4603 -0.09
H -6.14540 0.56816 2.73764 0.7607 -0.7160 0.3738 0.05
C -3.79204 -2.23183 -6.35119 1.4755 0.7059 -1.6754 -0.02
H 4.50760 6.38594 -0.91607 -0.0324 0.2156 -0.0021 0.09
O -1.45218 0.69239 -4.84620 0.4301 0.0354 -0.3273 0.01
H -0.32585 -5.99612 -0.67408 -0.1860 -0.0081 0.7147 0.10
C -1.33182 -6.38553 -0.78269 -1.5822 0.2327 -1.0600 0.00
H 6.87171 -0.61182 -3.52335 -0.8050 -0.0824 -0.5836 0.14
H -0.60305 -8.11125 -1.62016 0.2948 -0.9311 -0.8041 0.11
C -4.87316 -0.35295 -7.45685 -0.1250 -1.1276 0.0305 -0.29
C 2.73795 -1.68637 2.98348 -0.2308 1.2913 1.0722 -0.03
H -6.91443 -3.54298 1.89975 0.0777 -0.3503 0.4634 0.11
H -8.43310 2.72591 1.44615 0.1889 0.0441 -0.0839 0.13
C -3.79273 -2.19858 5.56531 -0.6227 0.5302 0.1502 0.00
H 7.28915 -1.15367 2.34634 -0.7240 0.3788 -0.2488 0.14
C 3.57099 3.19509 -4.07827 -0.2394 0.1360 -1.6516 -0.31
C -2.49750 -5.61217 -0.54118 -0.0833 2.0009 0.8517 -0.29
H -2.33245 -4.74458 -3.01076 0.6808 0.1711 -0.0802 0.12
C 4.56930 8.04195 3.43499 -1.3791 -1.8771 0.0940 0.00
N 4.47797 -0.25607 2.14444 -0.5704 0.0467 1.3915 -0.05
H -4.63452 -5.16181 -0.76407 1.4496 -1.6236 -0.4774 0.13
C -6.52344 -1.48110 -1.24548 0.3628 0.1711 -0.8674 -0.02
H -1.45150 -2.94889 2.97454 0.6024 -0.5266 0.2104 0.14
C 0.34507 -0.23354 -0.70440 1.4030 -0.2309 -0.2097 -0.50
H -6.39336 -0.83212 -2.11838 -0.1390 -0.2956 0.1953 0.12
C -3.91409 -7.10694 -1.74334 1.5623 1.3381 0.8587 -0.01
H 4.39547 1.23327 -7.80990 0.4637 -0.0799 0.2955 0.12
C 3.23594 -1.72490 0.47263 1.6320 -0.9486 -0.2935 0.02
H -3.00007 -2.94943 -6.30341 0.4792 -0.3927 -0.0801 0.11
H -8.61155 -1.08606 -1.04106 -0.0902 0.0780 0.0222 0.12
H 5.45893 -6.73284 -0.81149 0.3133 -0.8083 1.2416 0.07
C -6.68361 1.57986 1.20530 1.5652 -0.9452 1.0395 -0.30
O 0.03672 -1.36655 -5.04135 0.9325 -0.4088 -0.2979 0.03
C -2.47271 2.73518 -2.02906 1.0119 -1.0804 0.0859 -0.04
H -1.28286 7.70942 -2.61092 -0.6048 -0.3803 -0.7558 0.08
H 1.45722 -5.39206 5.84704 -0.1936 -0.7233 -0.4735 0.09
H 4.70241 9.02722 6.22724 -0.5648 0.9346 -1.0865 0.13
C -5.60957 -3.00597 0.31708 2.2996 -0.5290 -0.3399 -0.01
O 0.41970 -3.57102 -0.36056 0.9687 -1.1636 -0.0213 -0.01
H -2.01136 3.09627 -5.89056 0.2393 -0.0343 0.1063 0.12
C -6.45619 -3.04937 5.57148 1.2353 2.0943 -1.4611 -0.02
O -2.78820 -9.02090 -2.73929 0.3899 -0.2684 -0.4302 0.06
C -0.89016 3.34199 2.14207 0.8655 0.0498 1.9578 -0.01
H -2.75803 -1.95807 5.54340 0.6921 0.2115 0.1474 0.09
O -6.90403 1.08259 2.49338 -0.3328 0.5515 -1.1222 0.03
C -7.45388 3.14903 -0.43064 0.4648 0.2849 -1.0142 -0.01
O -6.12491 3.34689 -2.44346 -3.0213 0.7819 1.6038 0.03
O 1.94213 3.61523 0.31594 0.4374 0.1775 0.3822 0.00
C 2.81447 1.87047 5.32762 1.0920 -1.0982 -0.9438 -0.26
C 4.84395 -1.22832 -3.95091 -0.8514 -0.1585 0.7361 -0.31
C 4.01300 8.23063 4.66939 0.2867 0.0743 1.4347 -0.33
H -4.58502 1.67170 -1.46170 0.1784 -0.2437 0.0526 0.10
H -8.09939 3.90015 -0.89749 -0.0440 -0.3519 0.6096 0.13
O 4.76893 -1.92083 -2.72805 -1.3543 0.1205 -0.9512 -0.01
C 5.68850 0.07745 1.40728 0.3200 0.3238 1.1732 -0.54
O -0.65452 1.84946 4.06171 0.1630 0.1732 -0.0781 0.00
H 6.31485 0.75602 -0.52173 0.3863 0.3488 -0.0562 0.09
O 2.95448 2.34038 -5.03565 1.0841 0.9108 1.7783 0.00
O 5.16609 5.74452 -1.19600 -0.1588 -0.0948 0.2413 0.04
O -4.62723 -2.93772 -4.22814 1.1015 -1.8230 1.5920 0.03
O -6.03612 -4.33275 7.52549 -0.2205 -0.9190 0.5001 0.04
C 3.40740 -4.81994 -2.29024 -2.1664 0.0642 1.7269 0.00
C -5.38898 1.86991 -0.77606 -0.6297 -0.5287 1.0590 -0.03
C 3.79508 1.21431 7.84375 0.7134 0.7862 0.9227 -0.27
H 4.32455 -3.57819 2.01922 0.0254 -0.8434 0.0382 0.10
```
Positions in Å, forces in eV/Å.

Computed properties:
F_max, hartree/bohr: 0.08503
Total charge: 0
HOMO-LUMO gap, eV: 8.09
Energy, hartree: -6473.4374
Highest occupied orbital energy, eV: -7.83